No. 1
{"formula": "C20H15N5OS2", "method": "ωB97M-V with the def2-TZVPD basis set", "lumo_energy_ev": 0.5, "total_energy_ev": -52150.776, "e_homo_ev": -8.297, "orbital_gap_ev": 8.8, "smiles": "C[C@H](C(=O)N1c2ccccc2Sc2ccccc21)n1nnc(-c2cccs2)n1", "e_above_lowest_ev": 1.537, "elements": ["C", "C", "C", "O", "N", "C", "C", "C", "C", "C", "C", "S", "C", "C", "C", "C", "C", "C", "N", "N", "N", "C", "C", "C", "C", "C", "S", "N", "H", "H", "H", "H", "H", "H", "H", "H", "H", "H", "H", "H", "H", "H", "H"], "coordinates": [[0.2958, 2.1505, -2.0026], [1.3253, 1.8354, -0.9090], [1.9540, 0.4526, -1.1716], [3.0940, 0.4679, -1.6296], [1.3098, -0.7873, -1.0591], [0.0776, -0.9535, -0.3910], [-0.0077, -0.9494, 1.0369], [-1.2267, -1.2433, 1.7188], [-2.3490, -1.4913, 0.9462], [-2.3057, -1.4929, -0.4645], [-1.0899, -1.2873, -1.1058], [-0.9265, -1.6081, -2.8117], [0.6929, -2.3170, -2.8496], [1.0072, -3.3406, -3.7731], [2.3052, -3.8745, -3.8407], [3.2749, -3.3542, -2.9766], [2.9661, -2.3734, -2.0104], [1.6670, -1.8370, -1.9587], [0.7843, 2.0651, 0.4571], [1.5920, 1.9140, 1.5618], [0.8495, 1.9699, 2.5903], [-0.4078, 2.2894, 2.1243], [-1.5586, 2.4904, 2.9621], [-1.4401, 2.3370, 4.3140], [-2.7058, 2.6071, 4.9803], [-3.6198, 3.0901, 4.1201], [-3.0807, 3.1036, 2.4535], [-0.4710, 2.3730, 0.8227], [-0.0391, 3.1858, -1.9231], [0.6820, 2.0006, -3.0115], [-0.5830, 1.5023, -1.8966], [2.1504, 2.5078, -1.0177], [0.8968, -0.7043, 1.5988], [-1.3216, -1.2555, 2.8043], [-3.3037, -1.6200, 1.4820], [-3.2296, -1.6287, -0.9976], [0.2309, -3.6230, -4.4927], [2.5550, -4.6276, -4.5778], [4.3003, -3.7416, -3.0095], [3.7441, -2.0217, -1.3478], [-0.5499, 2.0306, 4.8282], [-2.8734, 2.4791, 6.0322], [-4.6655, 3.2800, 4.3946]], "forces_ev_per_a": [[-0.66, -0.17, 0.41], [-1.06, -0.13, 0.20], [2.00, -0.84, -0.58], [-1.27, 0.30, 0.34], [-0.31, 1.14, -0.02], [-1.64, -0.47, 2.16], [-0.38, -0.10, -0.34], [1.21, 0.41, -1.29], [-0.69, 0.39, -0.29], [0.28, 0.20, 1.57], [0.59, -0.16, 0.41], [-0.15, 0.13, -0.95], [0.66, -0.44, 0.09], [0.05, 0.49, 0.08], [-0.52, 1.11, 0.47], [0.01, -0.01, 0.58], [-0.51, -0.47, -0.80], [0.81, -0.68, -0.51], [0.68, 0.23, 1.35], [-0.25, -0.91, -2.23], [-0.94, 0.91, -0.07], [-0.11, -0.07, -0.24], [0.82, 0.22, 1.18], [-1.93, 0.03, 0.38], [1.58, 0.12, -0.65], [-1.27, -0.24, -0.47], [-0.10, -0.19, 1.04], [1.02, -0.80, -1.02], [0.04, -0.06, 0.08], [0.35, -0.08, 0.24], [0.15, 0.16, 0.02], [0.59, 0.24, 0.06], [-0.26, -0.17, -0.13], [0.34, 0.10, -0.30], [0.44, -0.10, -0.55], [-0.01, -0.28, -0.35], [0.31, -0.15, 0.38], [-0.04, 0.04, 0.09], [-0.46, 0.18, -0.01], [-0.15, 0.10, 0.00], [0.26, -0.13, -0.08], [-0.06, 0.01, 0.24], [0.57, 0.15, -0.45]]}


No. 2
{"formula": "C20H15N7O3Pd", "method": "ωB97M-V with the def2-TZVPD basis set", "multiplicity": 2, "lumo_energy_ev": [-3.8, -5.4], "total_energy_ev": -41024.905, "e_homo_ev": [-11.760, -11.758], "orbital_gap_ev": [7.9, 6.4], "e_above_lowest_ev": 0.611, "s2": 0.77, "charge": 1, "elements": ["Pd", "O", "C", "N", "C", "C", "C", "C", "C", "C", "N", "C", "C", "C", "C", "C", "N", "H", "H", "H", "H", "H", "H", "H", "H", "H", "H", "O", "N", "C", "C", "N", "C", "N", "O", "N", "C", "C", "C", "C", "C", "H", "H", "H", "H", "H"], "coordinates": [[1.1015, 0.1588, -0.0456], [4.9643, -0.8920, -0.1174], [3.7481, -0.8778, -0.1152], [2.9964, 0.2387, -0.0550], [3.7250, 1.4823, -0.0028], [2.7674, 2.6070, 0.1223], [3.2353, 3.9147, 0.1795], [2.3460, 4.9541, 0.3177], [0.9943, 4.6496, 0.4090], [0.6043, 3.3345, 0.3414], [1.4581, 2.2999, 0.1885], [2.9157, -2.1095, -0.1932], [3.4952, -3.3565, -0.2647], [2.6678, -4.4639, -0.3390], [1.2990, -4.2615, -0.3383], [0.7963, -2.9740, -0.2644], [1.5879, -1.8992, -0.1915], [4.3560, 1.6034, -0.8894], [4.4152, 1.4813, 0.8477], [4.3008, 4.0892, 0.1194], [2.6912, 5.9779, 0.3646], [0.2457, 5.4176, 0.5382], [-0.4375, 3.1005, 0.4440], [4.5744, -3.4166, -0.2604], [3.0808, -5.4616, -0.3979], [0.6091, -5.0912, -0.3950], [-0.2603, -2.7919, -0.2640], [-1.3304, 1.4267, -0.1340], [-2.3499, 1.6046, -0.7481], [-3.3341, 2.4218, -0.5625], [-4.4611, 2.3317, -1.4397], [-5.3649, 2.2629, -2.1430], [-3.2637, 3.4031, 0.4814], [-3.2013, 4.1724, 1.3314], [-1.0746, -0.9348, 0.1163], [-2.2311, -1.5166, 0.2015], [-2.7557, -1.7896, 1.4169], [-3.9811, -2.4085, 1.5265], [-4.6874, -2.7551, 0.3845], [-4.1329, -2.4643, -0.8515], [-2.9037, -1.8447, -0.9241], [-2.1409, -1.4818, 2.2484], [-4.3708, -2.6122, 2.5133], [-5.6509, -3.2384, 0.4569], [-4.6431, -2.7112, -1.7712], [-2.4004, -1.5795, -1.8414]], "forces_ev_per_a": [[0.43, -0.22, 0.30], [-0.02, 0.02, 0.01], [-0.02, -0.08, -0.06], [0.57, 0.03, -0.07], [0.03, 0.04, 0.05], [-0.01, -0.02, -0.03], [0.01, -0.06, 0.01], [-0.05, 0.03, 0.01], [0.07, 0.05, 0.00], [0.02, -0.13, 0.13], [-0.21, 0.11, -0.10], [-0.10, 0.13, 0.02], [-0.04, -0.01, 0.00], [0.02, -0.01, 0.00], [0.00, 0.00, 0.00], [0.06, -0.01, -0.04], [-0.06, -0.15, -0.06], [-0.06, 0.01, -0.04], [-0.03, 0.01, 0.02], [0.00, -0.01, -0.01], [0.00, 0.00, 0.00], [-0.01, -0.01, 0.01], [0.00, -0.01, 0.04], [0.00, 0.00, 0.00], [0.00, 0.00, 0.00], [0.00, 0.00, -0.01], [-0.04, 0.05, -0.01], [-0.59, 0.47, -0.18], [-0.15, -0.38, -0.01], [0.15, 0.13, -0.03], [0.03, 0.02, -0.01], [-0.01, -0.02, 0.02], [-0.15, 0.01, -0.02], [0.10, 0.00, -0.01], [0.21, -0.27, 0.03], [-0.13, 0.27, 0.02], [-0.02, 0.01, -0.01], [0.02, 0.00, 0.01], [-0.01, 0.01, -0.01], [0.00, -0.01, 0.00], [-0.01, 0.03, 0.00], [0.00, -0.01, 0.00], [0.00, 0.00, 0.00], [0.00, 0.00, 0.00], [0.00, 0.00, 0.00], [0.00, 0.00, 0.00]]}


No. 3
{"formula": "C20H16AlF4INO3", "method": "ωB97M-V with the def2-TZVPD basis set", "lumo_energy_ev": 0.2, "total_energy_ev": -54186.482, "e_homo_ev": -6.793, "orbital_gap_ev": 7.0, "charge": -1, "elements": ["C", "C", "C", "C", "C", "C", "C", "C", "C", "O", "C", "N", "C", "C", "C", "O", "C", "C", "C", "C", "I", "C", "C", "C", "O", "H", "H", "H", "H", "H", "H", "H", "H", "H", "H", "H", "H", "H", "H", "H", "H", "F", "Al", "F", "F", "F"], "coordinates": [[-4.2426, 0.5832, 2.6989], [-3.9386, -0.7554, 1.7463], [-3.8930, -0.1565, 0.1875], [-2.4768, -1.3319, 2.2441], [-2.0356, -2.7509, 1.5091], [-1.2842, -2.3451, 0.0715], [-1.9957, -2.6819, -1.4041], [-1.2445, -2.2211, -2.8001], [0.2112, -1.4275, -2.8485], [0.8628, -0.9759, -4.1194], [0.1891, 0.3424, -4.3666], [-0.0393, 1.5911, -4.7152], [0.9180, -1.1002, -1.4060], [0.1622, -1.5619, 0.0127], [0.9290, -1.1511, 1.4413], [1.0159, -1.9988, 2.4774], [1.6080, 0.3775, 1.4301], [1.4968, 1.3483, 2.7655], [2.1444, 2.8511, 2.6557], [2.8629, 3.3356, 1.2347], [3.6214, 5.4342, 1.2572], [3.0084, 2.3461, -0.0967], [2.3613, 0.8417, 0.0107], [2.3641, -0.2777, -1.2322], [3.4494, -0.5061, -1.9779], [-4.0246, 0.3650, 3.8462], [-3.4613, 1.4233, 2.3708], [-5.3090, 1.0333, 2.5268], [-4.8025, -1.5441, 1.7787], [-4.5167, 0.8309, 0.0720], [-2.7677, 0.1058, -0.0912], [-4.2243, -0.9834, -0.5915], [-2.5283, -1.4948, 3.4225], [-1.7019, -0.4568, 2.0707], [-1.2716, -3.3000, 2.2410], [-2.9536, -3.4669, 1.3507], [-3.0503, -3.2192, -1.3498], [-1.8101, -2.4898, -3.8073], [0.9384, 0.8996, 3.6920], [2.0525, 3.5631, 3.5797], [3.5180, 2.7063, -1.1102], [4.8409, 3.0306, -3.1524], [5.9717, 1.6437, -3.3555], [7.5316, 2.2354, -4.0337], [5.2470, 0.4379, -4.4799], [6.2672, 0.8708, -1.7558]], "forces_ev_per_a": [[0.84, -0.06, -0.18], [0.25, 1.70, -0.29], [0.99, -0.52, -0.03], [-0.89, 0.00, 0.29], [1.16, 1.00, -0.06], [1.61, 0.55, -3.44], [4.03, 2.24, 0.66], [0.81, 0.36, 2.64], [-1.61, -1.28, 4.65], [-4.27, 3.56, 1.99], [0.93, 7.05, -2.68], [1.75, -11.45, 3.23], [-2.61, -1.18, -0.02], [-1.33, -0.57, -1.85], [0.72, -2.39, 2.79], [-0.83, 5.33, -6.20], [0.84, 2.03, -0.20], [2.06, 0.93, -4.36], [-0.20, -2.98, -3.16], [-1.68, -3.93, 0.69], [-0.71, -2.18, -0.18], [-1.91, -1.42, 3.13], [-0.68, 1.94, 2.82], [4.23, -0.55, -2.47], [-7.47, 1.49, 4.75], [-0.72, 0.41, -2.41], [-1.65, -1.82, 0.68], [1.97, -1.02, 0.43], [1.72, 1.40, 0.32], [1.01, -2.10, 0.26], [-2.37, -0.47, 0.62], [0.52, 1.86, 1.58], [0.07, 0.20, -2.52], [-1.40, -1.97, 0.20], [-1.50, 1.23, -1.93], [1.78, 1.59, 0.02], [2.54, 1.26, -0.52], [1.51, 0.77, 2.30], [1.32, 1.17, -1.92], [0.32, -1.40, -2.17], [-1.03, -0.79, 2.36], [1.10, -1.54, 0.02], [0.19, -0.41, -0.12], [-1.90, -0.66, 0.83], [0.88, 1.55, 1.34], [-0.36, 1.08, -1.88]]}


No. 4
{"formula": "C20H16B3CrNO31", "method": "ωB97M-V with the def2-TZVPD basis set", "multiplicity": 5, "lumo_energy_ev": [3.4, 3.4], "total_energy_ev": -116432.015, "e_homo_ev": [-4.513, -5.630], "orbital_gap_ev": [7.9, 9.0], "s2": 6.00, "charge": -2, "elements": ["Cr", "O", "C", "O", "B", "O", "C", "O", "O", "C", "O", "C", "O", "O", "O", "C", "O", "B", "O", "C", "O", "O", "C", "O", "C", "O", "O", "O", "C", "O", "B", "O", "C", "O", "O", "C", "O", "C", "O", "O", "N", "O", "O", "O", "O", "C", "O", "C", "C", "C", "H", "H", "H", "H", "H", "H", "H", "H", "O", "C", "O", "C", "C", "C", "H", "H", "H", "H", "H", "H", "H", "H"], "coordinates": [[-0.3358, -0.5641, 0.0617], [-6.8449, 2.9467, 4.2127], [-5.7345, 2.9235, 3.7457], [-4.6788, 2.1986, 4.0537], [-3.5878, 2.5756, 3.1460], [-4.0671, 3.7978, 2.4473], [-5.3133, 4.0466, 2.7789], [-6.0179, 4.9788, 2.4808], [-3.0295, 1.5565, 2.2374], [-1.7296, 1.5255, 2.2045], [-1.0221, 0.8873, 1.4475], [-1.2778, 2.5059, 3.3438], [-2.3599, 3.0267, 3.8614], [-0.1207, 2.7086, 3.6061], [0.5558, -2.4791, 0.6917], [0.6629, -3.6763, 0.6045], [0.1774, -4.5692, 1.4166], [0.5479, -5.9261, 0.9649], [1.4149, -5.7202, -0.1949], [1.4343, -4.4363, -0.5152], [2.0618, -3.9652, -1.4233], [1.2202, -6.8069, 1.9670], [0.5421, -7.9061, 2.0547], [0.8494, -8.8994, 2.6690], [-0.6672, -7.8323, 1.1326], [-0.6862, -6.6669, 0.5339], [-1.4640, -8.7232, 0.9951], [-4.1567, 6.2620, -4.0980], [-3.7387, 5.5341, -3.2199], [-2.7684, 4.6327, -3.2769], [-2.3573, 4.2224, -1.9167], [-3.2814, 4.8865, -0.9923], [-4.0484, 5.7334, -1.7175], [-4.7282, 6.5909, -1.2179], [-1.0066, 4.6775, -1.5905], [-0.2238, 3.6622, -1.3342], [0.9000, 3.6978, -0.8904], [-1.0649, 2.3781, -1.4811], [-2.2399, 2.7575, -1.8087], [-0.6852, 1.2383, -1.2824], [-2.5819, -2.0209, -0.2463], [-1.8609, -1.5477, -1.1568], [-2.1231, -1.7920, 0.9021], [-3.6172, -2.6115, -0.4391], [0.9233, -0.8517, -1.7020], [1.3370, -0.9001, -2.8431], [2.2742, -0.1502, -3.4038], [2.8702, 0.9383, -2.7291], [4.3710, 0.8302, -2.6613], [0.7546, -1.9286, -3.7588], [2.4730, 1.1412, -1.7343], [2.6795, 1.8081, -3.3606], [4.8575, 1.6730, -2.1719], [4.8296, 0.7704, -3.6518], [4.7128, -0.1016, -2.2043], [1.4645, -2.6702, -4.1235], [0.2951, -1.4271, -4.6113], [0.0065, -2.4597, -3.1749], [1.4260, 0.2130, 0.7649], [2.5066, 0.7174, 1.0175], [3.6815, 0.1853, 1.1055], [4.0776, -1.1116, 0.6458], [3.7296, -2.2357, 1.6657], [2.5663, 2.1593, 1.4325], [5.1125, -1.1680, 0.3221], [3.4062, -1.3387, -0.1858], [2.6668, -2.2024, 1.9126], [4.1495, -2.0081, 2.6502], [3.9718, -3.2817, 1.4865], [3.2641, 2.6959, 0.7849], [3.0087, 2.1845, 2.4285], [1.6368, 2.7111, 1.3422]], "forces_ev_per_a": [[-0.35, -0.32, -0.78], [0.73, -1.18, 0.26], [-1.48, 1.88, 0.29], [0.39, -0.99, -0.45], [0.81, 1.42, 0.22], [0.27, -0.34, -0.60], [-0.67, 0.27, -0.14], [0.84, -0.69, 0.02], [-0.87, -0.82, -0.91], [-0.33, 0.35, 0.48], [-0.80, 0.79, 1.05], [0.67, -0.39, -0.71], [0.45, -0.17, 0.68], [-0.40, 0.14, 0.27], [0.25, -0.42, 0.14], [-0.16, -0.12, -0.58], [0.19, -0.03, 0.53], [-0.56, -0.65, -0.35], [-0.04, 0.41, -0.17], [0.90, -0.27, 0.13], [-0.36, 0.31, 0.07], [0.13, 1.98, -0.41], [0.08, -2.25, 0.36], [-0.08, 0.68, 0.00], [-1.15, -0.90, -0.01], [0.85, 0.66, 0.35], [0.21, 0.29, -0.05], [0.42, -1.49, 0.74], [0.21, 1.50, -0.12], [-0.20, -0.16, -0.44], [-0.41, 0.56, 0.12], [-0.41, -0.18, -1.25], [-0.12, 0.50, 1.71], [0.18, -0.66, -0.84], [0.91, 0.28, -0.31], [0.74, -0.09, 1.16], [-0.25, 0.01, -0.61], [1.01, -0.62, 0.31], [-1.82, -0.43, -0.34], [-0.22, 1.06, -0.38], [-0.13, 0.17, 1.62], [0.76, 0.52, -1.36], [-0.57, -0.32, 0.65], [0.05, -0.11, -0.37], [1.29, 0.81, -0.59], [-0.88, -1.33, 0.61], [0.05, -0.39, -0.06], [0.53, 1.56, 0.26], [0.96, -1.05, -0.52], [-0.26, -0.15, -0.25], [-0.46, -0.34, -0.15], [-0.41, 0.07, 0.20], [-0.36, 0.05, 0.23], [-0.27, 0.17, -0.21], [-0.18, 0.08, 0.42], [0.28, 0.27, 0.04], [-0.02, -0.08, -0.04], [-0.11, 0.09, -0.16], [1.49, -0.90, -0.21], [-2.53, 1.80, 0.66], [2.35, -0.77, 0.15], [-2.32, -2.44, -0.25], [-0.27, 1.19, 1.52], [0.72, 0.50, -0.37], [0.04, 0.75, 0.23], [0.36, 0.08, -0.46], [-0.11, 0.03, -0.51], [0.49, 0.07, -0.09], [0.30, 0.24, -0.80], [0.17, -0.15, -0.04], [-0.27, 0.17, 0.11], [-0.22, -0.50, 0.31]]}